{"formula": "C62H156N21O22P7", "method": "ωB97M-V with the def2-TZVPD basis set", "species": ["C", "N", "C", "P", "O", "N", "C", "C", "N", "C", "C", "H", "H", "H", "H", "H", "H", "H", "H", "H", "H", "H", "H", "H", "H", "H", "H", "H", "H", "C", "N", "C", "P", "O", "N", "C", "C", "N", "C", "C", "H", "H", "H", "H", "H", "H", "H", "H", "H", "H", "H", "H", "H", "H", "H", "H", "H", "H", "C", "N", "C", "P", "O", "N", "C", "C", "N", "C", "C", "H", "H", "H", "H", "H", "H", "H", "H", "H", "H", "H", "H", "H", "H", "H", "H", "H", "H", "C", "N", "C", "P", "O", "N", "C", "C", "N", "C", "C", "H", "H", "H", "H", "H", "H", "H", "H", "H", "H", "H", "H", "H", "H", "H", "H", "H", "H", "C", "N", "C", "P", "O", "N", "C", "C", "N", "C", "C", "H", "H", "H", "H", "H", "H", "H", "H", "H", "H", "H", "H", "H", "H", "H", "H", "H", "H", "C", "N", "C", "P", "O", "N", "C", "C", "N", "C", "C", "H", "H", "H", "H", "H", "H", "H", "H", "H", "H", "H", "H", "H", "H", "H", "H", "H", "H", "C", "N", "C", "P", "O", "N", "C", "C", "N", "C", "C", "H", "H", "H", "H", "H", "H", "H", "H", "H", "H", "H", "H", "H", "H", "H", "H", "H", "H", "C", "C", "C", "O", "C", "O", "O", "H", "H", "H", "H", "H", "H", "C", "C", "C", "O", "C", "O", "O", "H", "H", "H", "H", "H", "H", "C", "C", "C", "O", "C", "O", "O", "H", "H", "H", "H", "H", "H", "C", "C", "C", "O", "C", "O", "O", "H", "H", "H", "H", "H", "H", "C", "C", "C", "O", "C", "O", "O", "H", "H", "H", "H", "H", "H"], "xyz": [[-8.66955, -4.01056, -3.98679], [-9.21110, -2.63494, -3.67476], [-10.66447, -2.46110, -3.61038], [-8.09846, -1.51148, -3.01567], [-8.72582, -0.26243, -2.53167], [-7.33277, -2.42049, -1.80384], [-6.38855, -1.72637, -0.98552], [-8.27995, -3.19710, -0.93930], [-6.70640, -1.07388, -3.89898], [-6.64470, 0.29075, -4.45091], [-5.91311, -2.06579, -4.57644], [-7.65419, -4.10042, -3.70210], [-8.89652, -4.30630, -5.03160], [-9.19755, -4.75882, -3.34404], [-11.14838, -2.74672, -4.58288], [-10.91005, -1.46149, -3.18742], [-11.12027, -3.13379, -2.84072], [-5.76726, -2.47302, -0.36326], [-5.71521, -1.11870, -1.61413], [-6.85692, -1.05778, -0.22925], [-8.94310, -3.85915, -1.54493], [-7.79398, -3.84848, -0.18592], [-9.00155, -2.49719, -0.50687], [-6.50906, 0.17524, -5.56883], [-7.49841, 0.81678, -4.21412], [-5.72505, 0.70766, -4.03967], [-4.90052, -1.74096, -4.91315], [-6.32658, -2.55009, -5.47436], [-5.62675, -2.73113, -3.86464], [-1.39883, 5.91733, 2.74872], [-1.27834, 7.15179, 1.91462], [-0.48646, 8.18751, 2.56500], [-1.55771, 7.33714, 0.33286], [-1.12116, 8.69855, -0.11209], [-0.64594, 6.07001, -0.27416], [0.73712, 6.04841, 0.24400], [-0.86705, 5.70742, -1.66406], [-3.06998, 6.96311, -0.11747], [-3.62872, 5.63939, -0.00793], [-3.86403, 7.86011, -0.89926], [-1.75068, 5.14968, 2.10578], [-2.07729, 6.15578, 3.52266], [-0.41801, 5.55257, 3.04740], [-0.90161, 8.46571, 3.50235], [-0.36358, 9.14282, 2.05150], [0.52846, 7.72446, 2.77266], [1.29164, 5.25504, -0.26963], [1.30482, 6.90878, -0.15386], [0.87877, 5.96220, 1.30406], [-0.54828, 4.62907, -1.81945], [-1.92610, 5.70237, -1.91218], [-0.36196, 6.35805, -2.39665], [-4.27179, 5.44444, -0.89843], [-2.84249, 4.86650, 0.07386], [-4.30880, 5.62398, 0.90184], [-3.61345, 8.87031, -0.75583], [-4.98998, 7.75253, -0.72907], [-3.78984, 7.53695, -1.98946], [6.47398, 2.22873, 2.39177], [5.08890, 2.38875, 1.96128], [4.31368, 1.13398, 1.83013], [4.28084, 3.89220, 2.16737], [3.29589, 4.26381, 1.11373], [3.57028, 3.77596, 3.64774], [4.07904, 2.92793, 4.74855], [2.25778, 4.44024, 3.88501], [5.52665, 5.02136, 2.29103], [5.89217, 5.63272, 0.98048], [6.30461, 5.31232, 3.46426], [7.01125, 3.18053, 2.31129], [7.00694, 1.59996, 1.68979], [6.58159, 1.89388, 3.43242], [3.28798, 1.38983, 1.65996], [4.29819, 0.45232, 2.75067], [4.73756, 0.48031, 1.03176], [5.01530, 2.63897, 4.42245], [4.26305, 3.57451, 5.60568], [3.41670, 2.14826, 5.10714], [2.42638, 5.27509, 4.53064], [1.92505, 4.81611, 2.92013], [1.63658, 3.71642, 4.41070], [6.26986, 6.69186, 1.05881], [6.58239, 5.00815, 0.44675], [5.00682, 5.76137, 0.28839], [7.34928, 5.18371, 3.16604], [6.11825, 4.64034, 4.26210], [6.15747, 6.36138, 3.88377], [4.27474, -3.19740, -4.15044], [4.19968, -2.25645, -3.05348], [3.94106, -0.83542, -3.45610], [4.99733, -2.61736, -1.63930], [5.22598, -1.34098, -0.90554], [4.20471, -3.85166, -0.94802], [4.76903, -4.67134, 0.12824], [2.97563, -4.43823, -1.46131], [6.47903, -3.32976, -1.92815], [6.70766, -4.73238, -2.29435], [7.53527, -2.54009, -2.52680], [5.02645, -3.10164, -4.91934], [3.28914, -3.28157, -4.61751], [4.46598, -4.17345, -3.64208], [3.04739, -0.84145, -4.04725], [4.80431, -0.41521, -3.99369], [3.74104, -0.23773, -2.60016], [4.68304, -5.70159, -0.10082], [5.84989, -4.39069, 0.25720], [4.26776, -4.51147, 1.08617], [3.08991, -5.52903, -1.46807], [2.12731, -4.22622, -0.85338], [2.77087, -4.10907, -2.45148], [7.71724, -5.04447, -1.93743], [5.89808, -5.36836, -1.84097], [6.59280, -4.92705, -3.37094], [7.33198, -1.42945, -2.49970], [7.69892, -2.85561, -3.56774], [8.39447, -2.74388, -1.98893], [0.64295, -2.70416, 5.06245], [1.81906, -3.06533, 4.32769], [2.56011, -1.89630, 3.78895], [2.06507, -4.56079, 3.77983], [3.21276, -4.63898, 2.86014], [2.07710, -5.55637, 5.10206], [2.39066, -6.95605, 4.92522], [2.58649, -5.07849, 6.37349], [0.75599, -5.11900, 2.98030], [-0.53208, -5.46029, 3.62910], [0.58593, -4.61319, 1.61615], [0.89579, -2.16134, 5.98414], [0.18698, -3.52582, 5.53720], [-0.04562, -2.09096, 4.45630], [2.05296, -1.38544, 3.00166], [3.46586, -2.24655, 3.33633], [2.72334, -1.17769, 4.60055], [3.46064, -7.17775, 4.86829], [2.06147, -7.39958, 5.84421], [1.84793, -7.43186, 4.13115], [1.96840, -5.57198, 7.15851], [3.60128, -5.36370, 6.57265], [2.53892, -4.04546, 6.60159], [-1.14687, -4.61867, 3.57438], [-1.03625, -6.36794, 3.16685], [-0.41664, -5.69608, 4.67221], [1.59486, -4.64840, 1.14578], [0.19848, -3.57015, 1.56571], [-0.09142, -5.31787, 1.09507], [-0.36793, 0.03336, -1.41767], [0.16423, -0.31197, -0.10857], [1.51308, -0.71813, -0.12703], [-0.56795, 0.01825, 1.36744], [-0.36417, -1.10561, 2.34449], [0.06459, 1.45765, 1.88959], [0.45325, 1.73224, 3.24737], [0.38941, 2.52394, 0.97045], [-2.18661, 0.26004, 1.00251], [-2.85887, 1.60887, 0.87599], [-2.95027, -0.92164, 0.64214], [-1.38631, 0.47441, -1.32357], [-0.50027, -0.93337, -1.98258], [0.34398, 0.67767, -1.92947], [2.12708, -0.26027, -0.97020], [1.64476, -1.83342, -0.16254], [2.06058, -0.31876, 0.72962], [0.58963, 0.74273, 3.69257], [1.42961, 2.21764, 3.31037], [-0.22897, 2.32959, 3.85680], [-0.38471, 3.27143, 1.20109], [1.35152, 2.93263, 1.17416], [0.36069, 2.16086, -0.01401], [-3.20093, 1.77666, -0.17746], [-3.74421, 1.63743, 1.53914], [-2.17738, 2.42772, 1.15092], [-2.32947, -1.80489, 0.84926], [-3.24747, -0.85645, -0.39867], [-3.94054, -0.85576, 1.21364], [-0.94386, -7.20333, -2.96236], [-1.95515, -6.19109, -2.42994], [-3.20957, -6.89385, -2.12919], [-2.39568, -4.85750, -3.41292], [-3.54519, -5.01487, -4.33274], [-2.73671, -3.70385, -2.26367], [-3.10000, -2.38776, -2.81018], [-2.21203, -3.60302, -0.87327], [-0.89073, -4.44883, -4.08794], [-0.77358, -3.90565, -5.45036], [0.16605, -3.99806, -3.16326], [-0.94961, -8.11134, -2.33335], [0.06277, -6.69510, -2.85701], [-1.05118, -7.59787, -3.97711], [-3.14430, -7.49199, -1.17292], [-3.51660, -7.55338, -2.99445], [-4.07906, -6.26515, -2.03951], [-2.58550, -1.61188, -2.16837], [-2.81396, -2.16470, -3.87369], [-4.11984, -2.20493, -2.76457], [-3.02257, -3.26023, -0.27258], [-1.96586, -4.60491, -0.57077], [-1.40002, -2.84304, -0.98631], [-1.07883, -2.82606, -5.50620], [0.24041, -4.00146, -5.83662], [-1.54650, -4.40642, -6.02460], [-0.02201, -4.44534, -2.16318], [0.26828, -2.94559, -2.97760], [1.13150, -4.29659, -3.60337], [-5.60368, 2.05069, -1.73270], [-7.03321, 2.60121, -1.82819], [-7.98170, 2.34897, -0.69645], [-7.70213, 3.41526, 0.26868], [-7.22395, 4.45885, -0.50004], [-7.08102, 5.52634, -0.04640], [-6.84994, 4.02497, -1.72187], [-5.59384, 0.96683, -1.74472], [-5.18702, 2.42666, -0.77414], [-4.97101, 2.44717, -2.54422], [-7.62292, 2.39851, -2.67488], [-7.90910, 1.35757, -0.26511], [-9.00506, 2.55844, -1.04834], [-2.08894, 0.39227, 7.32806], [-2.07730, 0.43580, 5.81914], [-3.18964, -0.36247, 5.13080], [-3.49231, 0.56126, 4.01475], [-2.89512, 1.78342, 4.24893], [-3.02086, 2.75464, 3.56777], [-2.32151, 1.77492, 5.43978], [-3.02350, 0.83650, 7.74165], [-1.28635, 1.04403, 7.74472], [-1.88810, -0.57292, 7.78151], [-1.10242, 0.08082, 5.37605], [-4.08095, -0.39765, 5.71265], [-2.81712, -1.28758, 4.66281], [0.40854, 3.87239, -6.48810], [-0.36032, 4.42800, -5.38985], [-1.89273, 4.25691, -5.55855], [-2.24756, 3.17663, -4.68131], [-1.19149, 3.00781, -3.80603], [-1.26117, 2.36407, -2.81148], [-0.15093, 3.75942, -4.19115], [0.04972, 2.96382, -6.97209], [1.44733, 3.65829, -6.29589], [0.52457, 4.66644, -7.26888], [-0.10405, 5.50143, -5.27786], [-2.26187, 4.11336, -6.58262], [-2.37294, 5.15821, -5.12923], [4.54267, 1.83830, -1.29249], [3.34213, 2.66947, -1.57117], [3.66994, 3.86482, -2.50440], [3.36698, 3.31792, -3.77108], [2.55332, 2.23204, -3.64965], [2.12914, 1.66120, -4.62701], [2.42262, 1.84063, -2.40406], [4.95354, 1.76820, -2.29389], [4.41956, 0.83560, -0.92210], [5.22828, 2.23916, -0.53544], [2.83346, 3.03913, -0.65452], [4.77100, 4.06489, -2.43566], [3.07028, 4.75057, -2.25778], [7.72743, -1.53519, 1.48650], [7.18249, -2.09707, 2.83078], [8.17941, -2.35214, 3.98394], [7.66150, -1.62446, 5.10954], [6.68018, -0.77224, 4.60090], [6.26539, 0.12151, 5.24934], [6.27809, -1.12198, 3.46715], [8.39341, -0.70893, 1.61662], [6.83660, -1.37710, 0.82279], [8.26733, -2.36645, 1.06353], [6.64003, -3.00316, 2.59282], [9.20703, -1.89815, 3.73237], [8.23490, -3.37700, 4.31596]], "lowdin_charge": [-0.104, -0.306, -0.121, 0.587, -0.287, -0.299, -0.162, -0.096, -0.284, -0.080, -0.139, 0.047, 0.089, 0.079, 0.091, 0.080, 0.079, 0.106, 0.049, 0.085, 0.056, 0.093, 0.082, 0.106, 0.028, 0.072, 0.096, 0.097, 0.014, -0.052, -0.296, -0.119, 0.467, -0.298, -0.278, -0.095, -0.105, -0.326, -0.117, -0.116, 0.040, 0.079, 0.064, 0.061, 0.076, 0.092, 0.059, 0.095, 0.041, 0.087, 0.065, 0.092, 0.085, 0.067, 0.111, 0.053, 0.105, 0.098, -0.102, -0.274, -0.088, 0.567, -0.303, -0.278, -0.074, -0.080, -0.313, -0.099, -0.122, 0.063, 0.078, 0.071, 0.050, 0.096, 0.071, 0.016, 0.087, 0.087, 0.074, 0.050, 0.065, 0.096, 0.059, 0.079, 0.080, 0.051, 0.107, -0.124, -0.275, -0.059, 0.503, -0.298, -0.272, -0.098, -0.103, -0.305, -0.121, -0.119, 0.081, 0.077, 0.070, 0.076, 0.101, 0.018, 0.065, 0.092, 0.046, 0.100, 0.047, 0.020, 0.100, 0.075, 0.074, 0.104, 0.084, 0.046, -0.128, -0.268, -0.062, 0.449, -0.286, -0.299, -0.109, -0.111, -0.284, -0.101, -0.099, 0.085, 0.055, 0.064, 0.041, 0.059, 0.089, 0.090, 0.070, 0.079, 0.096, 0.076, 0.059, 0.049, 0.103, 0.060, 0.060, 0.078, 0.082, -0.099, -0.296, -0.114, 0.563, -0.308, -0.270, -0.093, -0.070, -0.284, -0.064, -0.124, 0.072, 0.071, 0.059, 0.092, 0.092, 0.061, 0.069, 0.049, 0.082, 0.080, 0.045, 0.065, 0.071, 0.078, 0.051, 0.055, 0.048, 0.111, -0.095, -0.288, -0.170, 0.525, -0.282, -0.271, -0.098, -0.084, -0.295, -0.103, -0.120, 0.078, 0.074, 0.076, 0.095, 0.096, 0.057, 0.067, 0.095, 0.012, 0.050, 0.062, 0.081, 0.083, 0.076, 0.068, 0.073, 0.066, 0.071, 0.000, -0.303, -0.086, 0.049, -0.582, 0.168, 0.066, 0.053, 0.085, 0.095, 0.117, 0.122, 0.143, -0.028, -0.343, -0.030, 0.026, -0.573, 0.143, 0.083, 0.103, 0.095, 0.081, 0.151, 0.122, 0.138, -0.042, -0.354, -0.077, 0.053, -0.533, 0.147, 0.072, 0.102, 0.076, 0.109, 0.165, 0.138, 0.134, -0.040, -0.252, -0.087, 0.053, -0.596, 0.120, 0.059, 0.097, 0.030, 0.088, 0.113, 0.147, 0.130, -0.009, -0.227, -0.089, 0.040, -0.653, 0.152, 0.103, 0.071, 0.073, 0.075, 0.139, 0.154, 0.123], "e_tot_ev": -208191.86346, "molar_mass_da": 1764.9, "homo_ha": -0.2965}